No. 1
This record from OMol25 describes C18H31BF11NO20S4Zr as an isolated structure. The level of theory is wB97M-V/def2-TZVPD.

Summary:
- E_HOMO: -10.2 eV
- Kohn-Sham gap: 4.13 eV
- LUMO energy: -6.0512 eV
- Energy relative to the best compared isomer or geometry (same formula, charge and spin): 546.27 kcal per mole

Element x y z (Å)
Zr: -0.335 -3.166 -1.745
N: -0.509 -0.377 0.136
S: -0.917 0.263 1.479
O: -2.140 0.997 1.598
O: 0.063 0.368 2.544
F: -1.349 -1.181 1.941
S: -0.050 1.272 -0.328
O: 1.204 1.795 0.271
O: -1.059 2.257 -0.658
F: 0.278 0.837 -1.855
B: -3.246 -4.209 -1.795
H: -3.254 -3.157 -1.557
H: -2.611 -4.381 -2.650
H: -2.678 -4.709 -1.025
H: -4.263 -4.519 -1.982
O: 1.270 -2.976 -4.483
C: 2.640 -3.146 -4.686
C: 3.565 -2.894 -3.401
O: 2.849 -3.014 -2.139
H: 2.990 -2.487 -5.481
H: 2.764 -4.189 -4.976
H: 3.885 -1.857 -3.498
H: 4.537 -3.385 -3.445
C: 4.326 3.963 -5.608
C: 3.199 2.912 -5.478
O: 2.027 3.596 -5.640
C: 1.375 3.575 -6.778
O: 1.860 3.266 -7.903
C: -0.104 3.893 -6.780
F: -0.385 4.777 -5.806
F: -0.398 4.405 -7.987
F: -0.758 2.785 -6.511
H: 5.256 3.476 -5.314
H: 4.178 4.756 -4.875
H: 4.477 4.399 -6.595
H: 3.116 2.531 -4.460
H: 3.259 2.097 -6.199
C: 3.119 -3.706 3.051
C: 3.314 -5.177 2.674
O: 2.208 -5.916 3.153
C: 0.992 -5.756 2.543
O: 0.708 -5.019 1.623
C: 0.037 -6.851 2.998
F: -0.710 -6.427 4.073
F: -0.846 -7.230 1.991
F: 0.687 -8.027 3.395
H: 3.980 -3.076 2.832
H: 2.669 -3.411 3.999
H: 2.306 -3.324 2.434
H: 4.174 -5.662 3.137
H: 3.372 -5.412 1.611
C: -5.704 2.196 -2.321
C: -6.248 0.762 -2.477
O: -6.168 0.275 -3.859
C: -4.974 -0.206 -4.283
O: -3.864 -0.100 -3.707
C: -4.994 -0.958 -5.684
F: -6.195 -0.996 -6.271
F: -4.228 -0.396 -6.616
F: -4.594 -2.165 -5.613
H: -4.662 2.161 -2.637
H: -5.642 2.526 -1.284
H: -6.263 2.858 -2.982
H: -7.312 0.764 -2.241
H: -5.719 0.074 -1.817
C: -4.278 3.298 5.567
C: -3.049 3.955 5.006
O: -1.976 3.222 5.417
S: -2.284 2.106 6.602
O: -1.541 2.608 7.786
O: -2.248 0.727 6.146
O: -3.869 2.669 6.751
H: -4.660 2.483 4.951
H: -5.115 3.995 5.612
H: -2.868 4.974 5.349
H: -3.057 3.939 3.916
C: 3.524 2.644 6.189
C: 3.929 2.228 7.608
O: 5.313 1.672 7.519
S: 6.074 2.149 6.137
O: 6.501 1.150 5.177
O: 7.098 3.169 6.457
O: 4.705 3.007 5.633
H: 2.905 3.539 6.113
H: 3.213 1.768 5.620
H: 3.265 1.424 7.925
H: 3.910 2.900 8.466

***

No. 2
This record from OMol25 describes one molecule with the formula C13H14N2O. The level of theory is wB97M-V/def2-TZVPD.

Summary:
- E_HOMO: -8.1 eV
- Kohn-Sham gap: 8.71 eV
- LUMO energy: 0.6210 eV
- Energy relative to the best compared isomer or geometry (same formula, charge and spin): 43.54 kcal per mole

Element x y z (Å)
C: 1.211 -2.037 2.518
C: 0.599 -2.027 1.128
C: 0.333 -0.788 0.461
C: -0.236 -0.692 -0.810
C: -0.257 0.710 -1.558
C: -1.192 1.694 -0.949
C: -2.381 1.888 -1.727
C: -3.386 2.760 -1.275
C: -3.157 3.526 -0.090
C: -1.965 3.364 0.635
C: -1.036 2.394 0.236
N: -0.811 -1.860 -1.408
N: -1.603 -1.883 -2.598
C: -0.447 -3.127 -0.784
O: -0.831 -4.136 -1.334
C: 0.243 -3.164 0.455
H: 0.595 -1.557 3.312
H: 1.451 -3.035 2.807
H: 2.091 -1.476 2.625
H: 0.652 0.114 1.030
H: -0.486 0.654 -2.610
H: 0.668 1.167 -1.447
H: -2.745 1.333 -2.607
H: -4.249 2.936 -2.033
H: -3.771 4.450 0.192
H: -1.647 3.927 1.446
H: -0.091 2.082 0.655
H: -1.545 -2.807 -3.071
H: -2.555 -1.790 -2.395
H: 0.461 -4.244 0.649

***

No. 3
This record from OMol25 describes one molecule with the formula C4H9N3O. The level of theory is wB97M-V/def2-TZVPD.

Summary:
- E_HOMO: -8.2 eV
- Kohn-Sham gap: 9.08 eV
- LUMO energy: 0.9244 eV
- Energy relative to the best compared isomer or geometry (same formula, charge and spin): 114.56 kcal per mole

Element x y z (Å)
C: -0.009 -2.419 -0.206
C: 0.138 -1.365 -1.009
N: 0.236 -0.022 -0.614
C: 0.250 0.420 0.679
N: 0.279 -0.304 1.788
O: 0.160 0.541 2.934
N: 0.145 0.888 -1.642
C: -0.910 1.772 -1.916
H: -0.343 -3.357 -0.708
H: 0.001 -2.376 0.862
H: 0.357 -1.551 -2.069
H: 0.177 1.466 0.808
H: -0.165 -0.084 3.602
H: 0.975 1.315 -1.815
H: -1.726 1.216 -2.413
H: -0.551 2.452 -2.671
H: -1.432 2.215 -1.093

***

No. 4
This record from OMol25 describes C18H22BBrN9PtS as an isolated structure. The level of theory is wB97M-V/def2-TZVPD.

Summary:
- E_HOMO: -11.4 eV
- Kohn-Sham gap: 8.47 eV
- Charge: +1
- LUMO energy: -2.8990 eV
- Energy relative to the best compared isomer or geometry (same formula, charge and spin): 1.69 kcal per mole

Element x y z (Å)
Pt: 0.335 -0.232 -0.526
C: -2.723 2.911 2.032
C: -1.395 2.524 1.803
N: -1.330 1.465 1.001
N: -2.602 1.153 0.695
C: -3.457 2.002 1.304
B: -2.960 -0.056 -0.188
N: -2.285 -1.357 0.305
C: -2.898 -2.422 0.845
C: -1.941 -3.350 1.210
C: -0.731 -2.771 0.846
N: -0.954 -1.582 0.292
N: -2.456 0.189 -1.628
C: -3.119 0.376 -2.774
C: -2.204 0.517 -3.802
C: -0.965 0.388 -3.184
N: -1.136 0.188 -1.874
H: -3.094 3.722 2.635
H: -0.491 2.967 2.198
H: -4.522 1.893 1.174
H: -4.147 -0.209 -0.161
H: -3.970 -2.433 0.941
H: -2.097 -4.310 1.670
H: 0.273 -3.150 0.939
H: -4.197 0.396 -2.777
H: -2.410 0.676 -4.846
H: 0.025 0.408 -3.606
Br: 4.718 1.560 -3.875
C: 3.304 1.996 -2.713
C: 3.056 3.308 -2.346
C: 2.001 3.557 -1.481
C: 1.248 2.499 -1.008
N: 1.511 1.235 -1.365
C: 2.512 0.980 -2.213
H: 3.666 4.112 -2.734
H: 1.751 4.564 -1.178
H: 0.401 2.632 -0.347
H: 2.681 -0.056 -2.472
S: 2.150 -1.032 0.568
C: 2.687 0.320 1.503
N: 1.828 1.136 2.098
C: 2.251 2.212 2.990
C: 3.582 2.760 2.512
C: 4.592 1.632 2.382
N: 3.995 0.533 1.618
H: 0.844 0.925 1.967
H: 2.336 1.831 4.011
H: 1.483 2.982 2.986
H: 3.950 3.506 3.215
H: 3.454 3.247 1.543
H: 4.919 1.277 3.361
H: 5.470 1.972 1.836
H: 4.591 -0.142 1.168

***

No. 5
This record from OMol25 describes C3H5NO2 as an isolated structure. The level of theory is wB97M-V/def2-TZVPD.

Summary:
- E_HOMO: -9.5 eV
- Kohn-Sham gap: 8.29 eV
- LUMO energy: -1.1673 eV
- Energy relative to the best compared isomer or geometry (same formula, charge and spin): 81.31 kcal per mole

Element x y z (Å)
O: 2.645 -0.148 -0.210
C: 1.482 0.084 -0.472
N: 0.490 -0.464 0.480
C: -0.887 -0.638 0.068
C: -0.934 0.820 0.037
O: 0.879 0.742 -1.360
H: 0.823 -0.894 1.336
H: -1.019 -1.141 -0.889
H: -1.467 -1.102 0.867
H: -0.942 1.327 0.997
H: -1.069 1.415 -0.854

***

What did the third record say?
This record from OMol25 describes one molecule with the formula C4H9N3O. The level of theory is wB97M-V/def2-TZVPD.

Summary:
- E_HOMO: -8.2 eV
- Kohn-Sham gap: 9.08 eV
- LUMO energy: 0.9244 eV
- Energy relative to the best compared isomer or geometry (same formula, charge and spin): 114.56 kcal per mole

Element x y z (Å)
C: -0.009 -2.419 -0.206
C: 0.138 -1.365 -1.009
N: 0.236 -0.022 -0.614
C: 0.250 0.420 0.679
N: 0.279 -0.304 1.788
O: 0.160 0.541 2.934
N: 0.145 0.888 -1.642
C: -0.910 1.772 -1.916
H: -0.343 -3.357 -0.708
H: 0.001 -2.376 0.862
H: 0.357 -1.551 -2.069
H: 0.177 1.466 0.808
H: -0.165 -0.084 3.602
H: 0.975 1.315 -1.815
H: -1.726 1.216 -2.413
H: -0.551 2.452 -2.671
H: -1.432 2.215 -1.093

***

Copy entry 1 word for word.
This record from OMol25 describes C18H31BF11NO20S4Zr as an isolated structure. The level of theory is wB97M-V/def2-TZVPD.

Summary:
- E_HOMO: -10.2 eV
- Kohn-Sham gap: 4.13 eV
- LUMO energy: -6.0512 eV
- Energy relative to the best compared isomer or geometry (same formula, charge and spin): 546.27 kcal per mole

Element x y z (Å)
Zr: -0.335 -3.166 -1.745
N: -0.509 -0.377 0.136
S: -0.917 0.263 1.479
O: -2.140 0.997 1.598
O: 0.063 0.368 2.544
F: -1.349 -1.181 1.941
S: -0.050 1.272 -0.328
O: 1.204 1.795 0.271
O: -1.059 2.257 -0.658
F: 0.278 0.837 -1.855
B: -3.246 -4.209 -1.795
H: -3.254 -3.157 -1.557
H: -2.611 -4.381 -2.650
H: -2.678 -4.709 -1.025
H: -4.263 -4.519 -1.982
O: 1.270 -2.976 -4.483
C: 2.640 -3.146 -4.686
C: 3.565 -2.894 -3.401
O: 2.849 -3.014 -2.139
H: 2.990 -2.487 -5.481
H: 2.764 -4.189 -4.976
H: 3.885 -1.857 -3.498
H: 4.537 -3.385 -3.445
C: 4.326 3.963 -5.608
C: 3.199 2.912 -5.478
O: 2.027 3.596 -5.640
C: 1.375 3.575 -6.778
O: 1.860 3.266 -7.903
C: -0.104 3.893 -6.780
F: -0.385 4.777 -5.806
F: -0.398 4.405 -7.987
F: -0.758 2.785 -6.511
H: 5.256 3.476 -5.314
H: 4.178 4.756 -4.875
H: 4.477 4.399 -6.595
H: 3.116 2.531 -4.460
H: 3.259 2.097 -6.199
C: 3.119 -3.706 3.051
C: 3.314 -5.177 2.674
O: 2.208 -5.916 3.153
C: 0.992 -5.756 2.543
O: 0.708 -5.019 1.623
C: 0.037 -6.851 2.998
F: -0.710 -6.427 4.073
F: -0.846 -7.230 1.991
F: 0.687 -8.027 3.395
H: 3.980 -3.076 2.832
H: 2.669 -3.411 3.999
H: 2.306 -3.324 2.434
H: 4.174 -5.662 3.137
H: 3.372 -5.412 1.611
C: -5.704 2.196 -2.321
C: -6.248 0.762 -2.477
O: -6.168 0.275 -3.859
C: -4.974 -0.206 -4.283
O: -3.864 -0.100 -3.707
C: -4.994 -0.958 -5.684
F: -6.195 -0.996 -6.271
F: -4.228 -0.396 -6.616
F: -4.594 -2.165 -5.613
H: -4.662 2.161 -2.637
H: -5.642 2.526 -1.284
H: -6.263 2.858 -2.982
H: -7.312 0.764 -2.241
H: -5.719 0.074 -1.817
C: -4.278 3.298 5.567
C: -3.049 3.955 5.006
O: -1.976 3.222 5.417
S: -2.284 2.106 6.602
O: -1.541 2.608 7.786
O: -2.248 0.727 6.146
O: -3.869 2.669 6.751
H: -4.660 2.483 4.951
H: -5.115 3.995 5.612
H: -2.868 4.974 5.349
H: -3.057 3.939 3.916
C: 3.524 2.644 6.189
C: 3.929 2.228 7.608
O: 5.313 1.672 7.519
S: 6.074 2.149 6.137
O: 6.501 1.150 5.177
O: 7.098 3.169 6.457
O: 4.705 3.007 5.633
H: 2.905 3.539 6.113
H: 3.213 1.768 5.620
H: 3.265 1.424 7.925
H: 3.910 2.900 8.466

***

Q: Which of these has the highest Kohn-Sham gap?
A: C4H9N3O